C25H24NO8P3Y | ωB97M-V/def2-TZVPD

Atoms and positions in Å:
1 Y 1.316444 1.161129 0.088558
2 O 1.393513 0.889935 3.100315
3 C 0.575065 0.612001 2.225528
4 C -0.843683 0.244931 2.670457
5 C -1.410606 0.793183 3.815211
6 C -2.730943 0.523304 4.140375
7 C -3.485234 -0.324405 3.331198
8 C -2.920215 -0.885791 2.196114
9 C -1.605156 -0.582669 1.844580
10 P -0.778895 -1.306492 0.364084
11 C -1.569512 -2.954799 0.276834
12 C -2.671135 -3.256339 -0.514813
13 C -3.213586 -4.537195 -0.503360
14 C -2.662504 -5.525857 0.301770
15 C -1.559414 -5.231665 1.094642
16 C -1.013409 -3.956630 1.074942
17 C -1.544636 -0.413953 -1.051623
18 C -1.227750 -0.886380 -2.329370
19 C -1.738877 -0.271617 -3.456188
20 C -2.559524 0.847864 -3.321648
21 C -2.868471 1.331684 -2.061529
22 C -2.373102 0.692915 -0.926595
23 H -0.789858 1.431879 4.435869
24 H -3.176603 0.964033 5.025387
25 H -4.515128 -0.548796 3.585666
26 H -3.507115 -1.562433 1.582751
27 H -3.110590 -2.491304 -1.145552
28 H -4.071907 -4.759337 -1.125674
29 H -3.086242 -6.522972 0.306936
30 H -1.118087 -5.997416 1.720986
31 H -0.145057 -3.732067 1.686742
32 H -0.550858 -1.727658 -2.436748
33 H -1.470788 -0.635419 -4.440580
34 H -2.943392 1.346944 -4.203820
35 H -3.483022 2.217638 -1.951669
36 H -2.606333 1.086650 0.054894
37 O 0.548945 2.659053 -3.842636
38 P 1.639351 2.207761 -2.771160
39 O 2.979542 2.185430 -3.346448
40 O 1.101414 0.984519 -2.026124
41 O 1.556945 3.420185 -1.619225
42 P 0.288232 3.944419 -0.731503
43 O -0.873082 4.141678 -1.842752
44 O 0.617100 5.213734 -0.077938
45 O -0.141983 2.736887 0.081374
46 H -0.302290 2.857975 -3.423992
47 H -0.909833 5.080736 -2.057167
48 C 3.304247 -1.773409 -0.048266
49 C 4.062985 -0.504691 0.195150
50 C 5.413395 -0.295092 0.285945
51 C 5.600096 1.100541 0.557524
52 C 4.350443 1.657307 0.608731
53 C 3.928647 3.074656 0.862933
54 N 3.393636 0.686598 0.393482
55 H 3.994274 -2.600226 -0.219774
56 H 2.658799 -1.705770 -0.931502
57 H 2.669113 -2.039470 0.801479
58 H 6.182714 -1.048799 0.175205
59 H 6.538010 1.623485 0.689953
60 H 4.728083 3.636430 1.342406
61 H 3.072601 3.120406 1.545682
62 H 3.665222 3.602769 -0.056061

Forces on atoms 1 to 3 (eV/Å):
Y 0.0 -0.6 0.1
O -0.2 0.2 -0.1
C -0.9 -0.5 1.2

Summary:
Lowest unoccupied orbital energy   2.39 eV
Orbital gap   6.777 eV
Electronic energy   -73106.6711 eV
Total charge   -1
HOMO energy   -0.1611 Ha

Results of the Mulliken charge analysis, in e, for atoms 1 through 4: atom 1 (Y): 0.497, atom 2 (O): -0.637, atom 3 (C): -0.173, atom 4 (C): 0.573


C25H24NOS3 | ωB97M-V/def2-TZVPD

Atoms and positions in Å:
1 C 0.020361 1.178174 2.514020
2 O -0.017055 1.061418 1.066549
3 C 0.191713 -0.150065 0.469392
4 C -0.943328 -1.079351 0.545681
5 C -1.191929 -1.738642 1.762653
6 C -2.297753 -2.576321 1.879055
7 C -3.179240 -2.721629 0.799551
8 C -2.926875 -2.078548 -0.418324
9 C -1.789864 -1.285114 -0.552830
10 C 1.508923 -0.484253 0.186376
11 N 1.994093 -1.755817 -0.017240
12 C 1.166947 -2.890962 -0.390974
13 C 3.371306 -1.881588 0.132991
14 C 3.989537 -0.656337 0.389285
15 C 5.359105 -0.607795 0.654072
16 C 6.106821 -1.794344 0.648051
17 C 5.479303 -3.024924 0.410916
18 C 4.100077 -3.080409 0.171252
19 S 2.826680 0.663473 0.414556
20 H 0.161185 2.246409 2.703056
21 H -0.942165 0.843593 2.924619
22 H 0.853631 0.593123 2.932348
23 H -0.494506 -1.576428 2.587031
24 H -2.465325 -3.102291 2.820039
25 H -4.058855 -3.359973 0.909208
26 H -3.613448 -2.196609 -1.261655
27 H -1.515866 -0.801624 -1.494388
28 H 1.815210 -3.630057 -0.869048
29 H 0.707281 -3.357833 0.486702
30 H 0.397668 -2.585347 -1.102975
31 H 5.810367 0.355265 0.874281
32 H 7.178762 -1.765890 0.841917
33 H 6.060658 -3.951295 0.421038
34 H 3.587837 -4.035529 0.037191
35 C -4.668660 2.142274 0.578604
36 C -4.508406 1.525027 -0.665455
37 C -3.278442 1.568578 -1.316202
38 C -2.151612 2.129620 -0.669208
39 C -0.811572 1.912882 -1.190514
40 S 0.511879 2.953260 -0.762206
41 C 0.636581 3.769711 -2.390002
42 C 0.386517 2.723226 -3.468599
43 S -0.597473 1.317404 -2.783384
44 C -2.372793 2.897901 0.498875
45 C -3.619640 2.891795 1.117885
46 H -5.623160 2.067786 1.107177
47 H -5.350621 1.009305 -1.129943
48 H -3.164746 1.143364 -2.315830
49 H -0.114390 4.569259 -2.395417
50 H 1.630404 4.225228 -2.486603
51 H -0.174012 3.133489 -4.318907
52 H 1.335856 2.304532 -3.830730
53 H -1.542576 3.475346 0.914509
54 H -3.774404 3.467523 2.031538

Forces on atoms 1 to 3 (eV/Å):
C 0.0 -0.4 -0.6
O 0.1 1.6 1.1
C 1.3 -0.5 -0.5

Summary:
Lowest unoccupied orbital energy   -5.35 eV
Orbital gap   4.240 eV
Electronic energy   -62349.2810 eV
Total charge   +1
HOMO energy   -0.3525 Ha

Results of the Mulliken charge analysis, in e, for atoms 1 through 4: atom 1 (C): -0.959, atom 2 (O): 0.112, atom 3 (C): -1.214, atom 4 (C): 0.282


C25H25BF4N6OS2SeSn | ωB97M-V/def2-TZVPD

Atoms and positions in Å:
1 Sn 0.539191 0.488585 -1.536205
2 C -0.244558 1.500447 2.919902
3 C -0.320021 1.018644 1.511028
4 N 0.687385 0.927432 0.728143
5 N 1.934188 1.221201 1.227703
6 C 2.847518 1.100196 0.304724
7 O 2.629002 0.785473 -0.928976
8 C 4.269181 1.270236 0.709145
9 C 5.245289 1.375075 -0.277784
10 C 6.582861 1.482131 0.074606
11 C 6.950528 1.479687 1.412538
12 C 5.977877 1.377126 2.399823
13 C 4.641034 1.275289 2.051894
14 C -1.631257 0.631229 0.936342
15 C -2.819684 0.742701 1.641566
16 C -3.999939 0.382576 1.010245
17 C -3.963589 -0.069932 -0.297551
18 C -2.734570 -0.146164 -0.930291
19 N -1.605375 0.180368 -0.317593
20 H 0.789360 1.655088 3.205803
21 H -0.783624 2.447135 3.003038
22 H -0.711898 0.782906 3.595988
23 H 4.943261 1.380231 -1.317188
24 H 7.337604 1.572676 -0.695923
25 H 7.994362 1.562502 1.687577
26 H 6.264216 1.376493 3.443666
27 H 3.872587 1.190308 2.807733
28 H -2.827373 1.121870 2.652445
29 H -4.941745 0.465757 1.536395
30 H -4.863423 -0.347851 -0.827632
31 H -2.649627 -0.470449 -1.960825
32 S 0.832018 -2.244628 -0.515332
33 C 2.456828 -2.590466 -0.304905
34 N 3.486946 -1.916076 -0.782857
35 C 4.808117 -2.291913 -0.296738
36 C 4.701209 -3.768011 0.062873
37 S 2.979781 -3.983412 0.614310
38 H 3.328052 -0.997960 -1.201647
39 H 5.064301 -1.684495 0.576588
40 H 5.552173 -2.115598 -1.071488
41 H 5.380773 -4.046301 0.863769
42 H 4.873616 -4.406702 -0.801752
43 C 0.059694 1.900380 -5.126355
44 N -0.170210 0.486988 -4.890858
45 C 0.790117 -0.455865 -4.743322
46 Se 2.607243 -0.268861 -4.810113
47 N 0.148973 -1.618836 -4.455531
48 C -1.220293 -1.424697 -4.386853
49 C -2.277450 -2.282087 -4.127494
50 C -3.550737 -1.729819 -4.147812
51 C -3.752951 -0.372391 -4.411439
52 C -2.691903 0.482635 -4.671029
53 C -1.423415 -0.074028 -4.662757
54 H 1.133569 2.065657 -5.142499
55 H -0.401826 2.482852 -4.328887
56 H -0.367439 2.188974 -6.087176
57 H 0.659362 -2.459536 -4.247088
58 H -2.119181 -3.331026 -3.915840
59 H -4.404240 -2.365562 -3.952225
60 H -4.759654 0.023790 -4.407611
61 H -2.842751 1.539451 -4.841274
62 F 0.265251 2.835549 -1.301722
63 B -1.106023 3.343457 -1.464322
64 F -1.701836 3.332186 -0.210919
65 F -1.035796 4.591918 -2.028616
66 F -1.738181 2.423543 -2.320693

Forces on atoms 1 to 3 (eV/Å):
Sn 0.0 0.1 0.0
C 0.0 0.0 0.0
C 0.0 0.0 0.0

Summary:
Lowest unoccupied orbital energy   -0.51 eV
Orbital gap   7.018 eV
Electronic energy   -141723.2231 eV
HOMO energy   -0.2768 Ha

Results of the Mulliken charge analysis, in e, for atoms 1 through 4: atom 1 (Sn): 0.911, atom 2 (C): -1.804, atom 3 (C): 0.733, atom 4 (N): 1.529